Density functional theory data (the ωB97M-V functional and the def2-TZVPD basis) for a 2-piece molecular cluster, C3H8N2O2 overall at a distorted geometry.

XYZ file:
```
15
Properties=species:S:1:pos:R:3:forces:R:3
C 1.178471 -0.601230 1.138894 1.20 -0.67 -1.28
C 1.972898 -0.083812 0.183702 2.45 1.62 1.49
C -2.260467 0.757118 -0.010321 -7.54 -0.09 4.16
N -0.903301 -0.123958 -1.743587 -0.64 -1.72 -0.50
N -1.256241 0.752733 -0.819099 5.44 0.93 -2.37
O 1.702415 0.390893 -1.039826 0.40 -0.32 0.22
O -2.973794 -0.344384 0.412804 0.66 2.41 2.04
H 1.743099 -0.906606 2.012553 -0.53 -0.03 0.16
H 0.252108 -1.085804 0.859686 -0.32 0.31 0.41
H 3.075458 0.213330 0.448438 -2.16 -0.72 -0.39
H -2.387114 1.544225 0.710420 0.36 0.22 -0.14
H -1.376096 -1.031521 -1.509015 0.40 0.96 -0.43
H -0.782405 1.636657 -0.811738 0.60 0.02 -0.47
H 0.796651 0.153688 -1.252768 -0.54 -0.28 -0.73
H -2.895628 -1.056092 -0.145144 0.22 -2.64 -2.16
```
Forces are in eV/Å.

The calculation puts the HOMO energy (alpha / beta) at -5.781 / -8.923 eV. The value obtained for the energy above the lowest of the compared OMol25 structures with the same formula, charge and spin is 56.3 kcal/mol. The calculation puts the strongest force on any atom at 0.1674 Eh/bohr. Its expectation value of S² is 2.006. Its spin multiplicity is 3.

Charges in e, computed with Löwdin, in the same order as the atoms: -0.022, -0.310, -0.247, 0.104, -0.141, -0.018, 0.040, 0.041, 0.035, 0.139, 0.114, 0.083, 0.149, 0.002, 0.030